i:
DFT (ωB97M-V with the def2-TZVPD basis set) results for an isolated molecule of C4H7NO.

Geometry (Å):
1 N 1.525 0.546 1.520
2 C 0.994 1.211 0.631
3 C 0.072 1.497 -0.261
4 C -0.503 0.312 -1.019
5 C -0.172 -1.038 -0.370
6 O -0.505 -1.017 1.036
7 H 0.531 0.087 1.684
8 H -0.392 2.472 -0.276
9 H -1.593 0.429 -1.055
10 H -0.160 0.259 -2.061
11 H -0.752 -1.847 -0.827
12 H 0.897 -1.253 -0.495
13 H 0.060 -1.660 1.492

LUMO energy	0.78	eV
2S+1	1
gap between HOMO and LUMO	9.2	eV
SMILES string	N=C=CCCO



ii:
DFT (ωB97M-V with the def2-TZVPD basis set) results for an isolated molecule of C4H7NO.

Geometry (Å):
1 H 1.886 -1.223 -0.124
2 N 1.235 -1.518 0.605
3 C 0.009 -1.381 0.297
4 C -0.527 -0.794 -0.968
5 C -0.740 0.501 -0.922
6 C -0.303 1.263 0.471
7 O 1.074 1.501 0.556
8 H -0.747 -1.828 0.943
9 H -0.797 -1.463 -1.773
10 H -1.093 1.148 -1.710
11 H -0.726 0.868 1.405
12 H -0.770 2.244 0.367
13 H 1.501 0.682 0.853

LUMO energy	1.02	eV
2S+1	1
gap between HOMO and LUMO	11.0	eV
SMILES string	[H]/N=C\C=C/CO



Least stable of them? i.



i:
DFT (ωB97M-V with the def2-TZVPD basis set) results for an isolated molecule of C4H7NO.

Geometry (Å):
1 O 1.055 -2.280 -0.414
2 C 0.117 -1.825 -1.022
3 C -0.606 -0.536 -0.702
4 C -0.142 0.223 0.527
5 C 0.877 1.299 0.637
6 N -0.538 1.632 0.596
7 H -0.320 -2.382 -1.883
8 H -1.651 -0.842 -0.533
9 H -0.641 0.084 -1.608
10 H -0.195 -0.399 1.422
11 H 1.493 1.701 -0.159
12 H 1.334 1.337 1.628
13 H -0.784 1.989 1.511

LUMO energy	1.06	eV
2S+1	1
gap between HOMO and LUMO	10.9	eV
SMILES string	O=CC[C@H]1CN1



ii:
DFT (ωB97M-V with the def2-TZVPD basis set) results for a cluster of 2 separate species, C4H7NO in total.

Geometry (Å):
1 C -1.736 -0.918 0.147
2 N -0.813 -0.905 0.996
3 C -1.868 0.194 1.062
4 H -2.046 -1.501 -0.711
5 H -2.568 0.141 1.894
6 H -1.538 1.188 0.763
7 C 2.020 -0.079 -0.366
8 C 0.849 0.709 -0.879
9 O 0.485 1.775 -0.440
10 H 2.770 -0.189 -1.157
11 H 2.459 0.424 0.498
12 H 1.682 -1.080 -0.078
13 H 0.304 0.241 -1.729

LUMO energy	1.06	eV
2S+1	1
gap between HOMO and LUMO	10.9	eV
SMILES string	C1=NC1.CC=O



Least stable of them? ii.



i:
DFT (ωB97M-V with the def2-TZVPD basis set) results for an isolated molecule of C4H7NO.

Geometry (Å):
1 C -1.863 -1.012 0.000
2 C -1.000 -0.033 -0.766
3 O -0.178 0.741 0.142
4 C 1.115 0.585 -0.041
5 N 1.944 -0.074 -0.714
6 C 2.445 1.011 0.262
7 H -2.508 -0.491 0.715
8 H -2.500 -1.555 -0.706
9 H -1.250 -1.741 0.540
10 H -1.610 0.697 -1.306
11 H -0.340 -0.540 -1.475
12 H 2.955 0.671 1.162
13 H 2.854 1.915 -0.189

LUMO energy	1.03	eV
2S+1	1
gap between HOMO and LUMO	10.9	eV
SMILES string	CCOC1=NC1



ii:
DFT (ωB97M-V with the def2-TZVPD basis set) results for a structure of composition C4H7NO.

Geometry (Å):
1 O -2.362 -0.436 -1.197
2 N -1.930 -0.177 0.119
3 C -0.749 -0.678 0.184
4 C 0.948 0.672 -0.564
5 C 1.672 0.135 0.579
6 C 0.306 -0.260 1.074
7 H -3.297 -0.218 -1.217
8 H 0.873 0.139 -1.514
9 H 0.507 1.655 -0.580
10 H 2.480 -0.578 0.443
11 H 1.943 0.944 1.259
12 H -0.414 -1.312 -0.655
13 H 0.023 0.115 2.070

LUMO energy	0.37	eV
2S+1	1
gap between HOMO and LUMO	7.8	eV



Least stable of them? ii.



i:
DFT (ωB97M-V with the def2-TZVPD basis set) results for a structure of composition C5H6O.

Geometry (Å):
1 C 0.565 -1.112 -0.538
2 C 0.580 -0.068 0.586
3 C 0.892 1.271 0.304
4 O -0.191 1.797 -0.207
5 C -1.047 0.699 0.128
6 C -2.279 0.479 -0.023
7 H -0.183 -1.877 -0.307
8 H 0.306 -0.674 -1.505
9 H 1.548 -1.589 -0.618
10 H 0.991 -0.479 1.512
11 H 1.721 1.937 0.530
12 H -2.904 -0.384 0.138

LUMO energy (spin up / spin down)	-0.62 / -0.62	eV
2S+1	1
gap between HOMO and LUMO (spin up / spin down)	6.9 / 6.9	eV



ii:
DFT (ωB97M-V with the def2-TZVPD basis set) results for a structure of composition C5H6O.

Geometry (Å):
1 O 1.198 -0.781 2.116
2 C 0.661 -0.357 1.130
3 C 0.880 0.894 0.262
4 C -0.419 0.537 -0.491
5 C -0.249 -1.200 -1.040
6 C -0.574 -0.747 0.343
7 H 0.796 1.811 0.853
8 H 1.794 0.916 -0.337
9 H -1.273 1.198 -0.607
10 H -0.059 0.117 -1.542
11 H -1.235 -1.383 -1.507
12 H -1.520 -1.006 0.819

LUMO energy	0.80	eV
2S+1	1
gap between HOMO and LUMO	9.6	eV



Least stable of them? i.



i:
DFT (ωB97M-V with the def2-TZVPD basis set) results for an isolated molecule of C5H6O.

Geometry (Å):
1 C 0.229 -0.231 -1.666
2 C -0.821 -0.690 -0.980
3 C -1.280 -0.103 0.292
4 C -0.309 0.374 1.058
5 C 1.089 0.550 1.263
6 O 0.043 0.874 2.256
7 H 0.706 0.710 -1.394
8 H 0.666 -0.786 -2.488
9 H -1.311 -1.610 -1.295
10 H -2.311 -0.168 0.626
11 H 1.691 -0.332 1.472
12 H 1.609 1.413 0.855

LUMO energy	1.07	eV
2S+1	1
gap between HOMO and LUMO	9.7	eV
SMILES string	C=C/C=C1\CO1



ii:
DFT (ωB97M-V with the def2-TZVPD basis set) results for a cluster of 2 separate species, C5H6O in total.

Geometry (Å):
1 C 1.036 0.251 0.952
2 C 0.693 -0.672 -0.118
3 C -0.500 -1.193 0.425
4 O -1.545 -0.643 -0.107
5 C -0.991 0.419 -0.901
6 C 0.302 0.017 -1.294
7 H 1.250 -0.105 1.962
8 H -0.461 1.075 0.366
9 H 1.580 1.154 0.678
10 H -0.665 -1.839 1.281
11 H -1.772 0.926 -1.460
12 H 0.972 0.725 -1.769

LUMO energy (spin up / spin down)	0.47 / 0.47	eV
2S+1	1
gap between HOMO and LUMO (spin up / spin down)	8.1 / 8.1	eV



iii:
DFT (ωB97M-V with the def2-TZVPD basis set) results for an isolated molecule of C5H6O.

Geometry (Å):
1 C -1.054 -1.883 1.430
2 C -0.679 -0.681 0.807
3 C -0.386 0.173 -0.024
4 C -0.048 1.419 -0.586
5 C 1.330 1.251 -1.277
6 O -0.749 2.382 -0.551
7 H -0.374 -2.596 1.177
8 H -1.006 -1.590 2.491
9 H -2.057 -1.997 1.068
10 H 1.060 0.844 -2.300
11 H 1.954 0.546 -0.872
12 H 2.007 2.131 -1.365

LUMO energy	0.59	eV
2S+1	1
gap between HOMO and LUMO	10.5	eV
SMILES string	CC#CC(C)=O



Least stable of them? ii.



i:
DFT (ωB97M-V with the def2-TZVPD basis set) results for a cluster of 2 separate species, C4H14N2O2 in total.

Geometry (Å):
1 N 3.149 0.448 -0.374
2 C 1.973 -0.293 -0.726
3 C 0.776 0.781 -0.670
4 C -0.370 0.402 0.272
5 N -1.583 0.151 -0.576
6 C -0.822 1.485 1.362
7 O -1.445 1.062 2.567
8 H 2.933 1.377 -0.094
9 H 3.886 0.582 -1.034
10 H 1.715 -0.944 0.200
11 H 1.985 -0.800 -1.694
12 H 0.562 1.202 -1.544
13 H 1.239 1.803 -0.253
14 H -0.029 -0.494 0.929
15 H -2.050 -0.673 -0.638
16 H -1.647 0.562 -1.385
17 H 0.112 1.905 1.751
18 H -1.515 2.182 0.840
19 H -1.889 0.226 2.506
20 O -2.526 -3.376 -0.574
21 H -1.903 -3.706 -1.131
22 H -2.550 -3.882 0.267

LUMO energy	0.66	eV
2S+1	1
gap between HOMO and LUMO	9.3	eV
SMILES string	NCC[C@H](N)CO.O



ii:
DFT (ωB97M-V with the def2-TZVPD basis set) results for a structure of composition C4H14N2O2.

Geometry (Å):
1 C -0.272 -2.032 0.790
2 C 0.290 -0.601 0.640
3 C 0.121 0.067 -0.737
4 N -2.446 0.336 0.904
5 C -2.015 1.074 -0.263
6 N -1.238 0.267 -1.209
7 H 0.194 -2.694 0.111
8 H -1.424 -1.994 0.717
9 H -0.027 -2.532 1.717
10 H 1.359 -0.691 0.745
11 H -0.169 -0.066 1.455
12 H 0.495 1.114 -0.612
13 H 0.590 -0.630 -1.374
14 H -3.286 -0.133 0.476
15 H -1.213 1.725 0.207
16 H -2.841 1.584 -0.828
17 H 2.596 0.994 -0.300
18 H 2.187 2.572 0.990
19 O 2.021 1.762 0.488
20 H -1.600 -0.656 -1.508
21 H 3.766 0.375 -1.395
22 O 2.910 0.159 -1.014

LUMO energy	-4.62	eV
2S+1	1
gap between HOMO and LUMO	3.6	eV



Least stable of them? ii.